The following is a DFT calculation (wB97M-V/def2-TZVPD) of a molecular structure, C12H14N2PSW at a distorted geometry.

Total energy: -1381.2002 Eh
Orbital gap (alpha / beta): 4.5 / 4.6 eV
Max |F|: 10.18 eV/Å
<S²>: 2.085
Net charge: +1
Multiplicity: 3

The geometry in XYZ format:
```
31
Properties=species:S:1:pos:R:3:nbo_charge:R:1
C -1.4989 -3.0660 -0.5149 -0.31
C -1.8042 -3.0818 -1.9141 -0.33
C -2.8403 -2.1153 -2.1183 -0.27
C -3.2977 -1.5941 -0.8829 -0.39
C -2.3754 -2.0763 0.1194 -0.35
W 0.4604 -0.4053 1.2278 0.83
P 1.6952 -2.1722 0.3121 0.21
H -0.7367 -3.6461 0.0108 0.19
H -1.2361 -3.6085 -2.6805 0.22
H -3.4062 -2.0113 -3.0364 0.21
H -2.3419 -1.7741 1.1866 0.20
H -4.0917 -0.8580 -0.6761 0.22
H 3.0516 -1.7984 0.0253 0.03
H 1.7339 -3.5620 -0.1784 0.09
H 1.8088 -2.5059 1.7325 0.04
N -1.9065 1.3537 -1.5856 -0.72
C -0.8491 1.7264 -0.8625 0.33
N -0.2237 0.9439 0.0511 -0.60
C 0.8394 1.6473 0.7322 0.06
C 1.7438 1.1013 1.7410 -0.27
C 2.8374 1.8808 2.1150 -0.16
C 2.9952 3.1623 1.5764 -0.18
C 2.0869 3.7029 0.6689 -0.15
C 1.0031 2.9262 0.2420 -0.18
S -0.1964 3.3162 -1.0062 0.46
H -2.2646 2.0922 -2.1785 0.42
H -2.3529 0.4437 -1.4767 0.47
H 1.5740 0.0964 2.3839 0.18
H 3.5259 1.4370 2.8235 0.25
H 3.8652 3.7411 1.8951 0.25
H 2.2014 4.7042 0.2676 0.25
```